Record 1
87
Properties=species:S:1:pos:R:3:forces:R:3:lowdin_spin:R:1 method="wB97M-V/def2-TZVPD" charge=+1 lumo_ha="-0.178 / -0.178" spin_multiplicity=3 de_lowest_ev=10.100
F 0.5379 1.3332 -4.4991 3.534 0.052 1.159 0.000
O -3.4721 0.8780 -1.8532 -2.296 2.431 1.507 0.584
O 3.4434 -1.3233 2.0266 1.623 -0.105 3.250 0.590
N -0.3160 0.9962 -0.0809 5.048 -2.769 -2.691 0.001
N -4.5225 1.7146 -1.4360 2.291 -3.736 -2.678 0.331
N 4.7223 -1.3081 -4.3972 -2.618 -1.873 3.347 0.000
N 4.0017 -0.1781 -4.6049 -3.671 -1.422 3.648 0.000
N 3.8820 -1.2791 3.3619 -3.292 0.418 -3.911 0.328
C 1.9939 1.5138 -4.1711 0.559 0.535 -0.843 0.000
C 0.5783 -0.5621 -1.9591 0.979 -0.789 0.778 0.000
C 4.6626 0.3856 5.0710 0.320 -0.138 0.224 0.001
C -6.3877 0.0270 -1.8627 0.188 0.189 -0.318 0.013
C 1.6225 -1.8507 4.3996 0.070 0.359 -0.154 0.013
C 4.3206 1.1828 2.7911 -0.263 -0.708 -0.406 -0.001
C 3.0558 -3.6914 3.4049 0.047 0.569 -0.503 -0.001
C 2.2629 2.6514 -3.0053 0.162 0.580 -0.788 0.000
C -5.7946 1.6924 -3.6374 0.060 -0.349 0.168 0.015
C 4.2118 -2.2666 -3.3968 -0.677 0.575 0.033 0.000
C 3.7600 0.1464 3.8247 0.947 1.711 0.640 0.023
C 3.7538 -2.6330 5.4875 0.114 0.226 0.227 0.001
C 0.8226 0.4263 -0.6377 -4.489 1.274 0.671 0.000
C -6.9269 0.9116 -2.9844 0.014 -0.023 0.003 0.001
C 2.8671 -2.2767 -2.4677 -0.356 4.271 -2.581 0.000
C 1.9873 -0.8744 -2.7387 4.225 -2.194 -1.919 0.000
C 3.0803 -2.3034 4.1270 0.022 -1.762 1.159 0.023
C 3.7835 -3.7555 -0.4752 0.012 0.144 -0.973 0.000
C 2.4234 -3.4415 -1.3924 1.242 0.379 -0.371 0.000
C 2.2873 0.5487 4.1242 -0.160 -0.325 -0.161 0.015
C 1.5503 -0.4508 5.0051 -0.010 -0.008 -0.025 0.001
C -6.5676 1.6640 0.0414 -0.165 0.301 -0.115 0.001
C -5.5750 0.8298 -0.8142 -1.117 -0.511 1.783 0.023
C -3.7459 3.1319 -3.4278 0.270 -0.759 0.368 -0.001
C -4.9498 2.5234 -2.6295 -0.125 1.857 -0.875 0.024
C 2.7473 0.0557 -3.8374 -1.597 0.371 0.452 0.000
C -4.9666 -0.1653 0.2291 0.557 0.106 -0.585 -0.001
C -5.7286 3.7907 -2.1686 -0.094 0.252 0.323 0.001
H 4.3308 2.1909 3.2236 -0.065 -0.361 0.225 0.000
H 1.9678 -0.4394 6.0167 0.007 -0.052 -0.037 0.000
H 1.1264 -2.5567 5.0776 0.324 -0.083 -0.147 0.001
H -1.1577 0.6994 -0.6459 0.957 0.380 0.517 0.000
H 2.5784 -4.4540 4.0323 0.112 0.403 0.090 0.000
H -5.0643 4.6640 -2.0782 -0.074 -0.365 -0.172 0.000
H 3.4295 -3.9866 0.6190 1.049 0.470 -2.286 0.000
H -4.3289 -0.9289 -0.2321 -0.048 0.327 -0.031 -0.001
H 4.0733 -4.0377 3.1870 -0.124 0.133 0.032 0.000
H 0.2275 -1.6019 -1.4884 0.945 2.182 -1.176 0.000
H -0.3040 -0.2115 -2.6427 2.037 -0.323 1.183 0.000
H -4.1064 3.8162 -4.2058 -0.251 -0.147 0.318 0.000
H -7.6897 1.6003 -2.6079 0.035 -0.031 0.039 0.000
H 2.4891 -3.6734 2.4662 0.145 0.213 0.190 -0.001
H -7.4233 0.2867 -3.7361 0.053 0.104 0.106 0.001
H -3.1436 2.3724 -3.9388 -0.155 0.020 0.232 -0.001
H 1.5784 -3.0994 -0.6553 1.604 -0.321 -1.842 0.000
H 2.4703 1.9676 -5.1677 -1.217 -1.246 2.040 0.000
H -4.3750 0.3695 0.9818 -0.073 -0.025 -0.182 0.000
H -5.7559 -0.7107 0.7607 -0.043 0.338 -0.273 0.000
H 4.2081 1.1046 5.7616 0.013 -0.073 -0.212 0.000
H 3.3395 -3.5500 5.9264 -0.039 0.177 -0.368 0.000
H 1.7297 0.6511 3.1825 0.239 -0.115 -0.006 0.003
H 4.4813 -2.7929 -0.5374 -1.578 -2.131 0.584 0.000
H 4.9128 -3.2221 -3.2329 -1.572 2.558 -0.735 0.000
H 4.8964 -0.5025 5.6480 -0.202 -0.061 -0.037 0.000
H 2.5137 2.2141 -1.9499 -0.769 0.826 -2.100 0.000
H 3.7187 1.2444 1.8774 0.051 -0.183 0.187 -0.001
H 3.5963 -1.8631 6.2465 0.104 -0.039 -0.174 0.000
H 2.0629 -4.3836 -2.0046 0.760 1.955 1.243 0.000
H 2.2520 1.5374 4.5992 0.320 -0.153 -0.149 0.001
H 1.9156 0.5693 -0.2000 -2.562 -0.290 -0.827 0.000
H -7.3018 2.2096 -0.5561 0.190 0.008 0.052 0.000
H -5.7647 -0.7613 -2.3047 0.111 0.166 0.119 0.003
H 1.3643 3.4351 -2.9948 1.856 -2.030 0.117 0.000
H 1.0402 -1.8623 3.4693 0.218 0.000 -0.031 0.003
H 3.2030 3.2829 -3.3822 -1.955 -1.518 0.895 0.000
H -7.1639 1.0208 0.7017 0.333 -0.070 -0.238 0.000
H 5.3513 0.9384 2.5045 -0.226 -0.054 0.086 0.000
H -3.0828 3.7056 -2.7680 -0.172 -0.170 -0.037 0.000
H -6.1942 3.7157 -1.1920 -0.050 -0.204 -0.052 0.000
H 5.6491 0.7831 4.7866 -0.395 -0.046 -0.088 0.000
H -6.0338 2.3738 0.6838 -0.059 -0.087 -0.156 0.001
H 4.8308 -2.7961 5.3646 -0.168 0.088 -0.002 0.001
H -6.5192 4.0547 -2.8799 0.194 -0.102 0.028 0.000
H 4.3838 -4.6466 -0.9782 -1.334 1.794 1.319 0.000
H -7.2289 -0.4857 -1.3794 0.264 0.160 0.204 0.001
H -5.1477 0.9785 -4.1668 0.103 0.141 0.233 0.003
H -6.2127 2.3461 -4.4134 0.257 0.123 0.259 0.001
H 0.5009 -0.1491 5.1040 0.159 -0.037 0.000 0.001
H 4.3714 0.5397 -5.2985 -0.661 -1.380 1.223 0.000

---

Record 2
36
Properties=species:S:1:pos:R:3:forces:R:3:mulliken_charge:R:1 method="wB97M-V/def2-TZVPD" charge=+2 lumo_ha=-0.288 spin_multiplicity=1 de_lowest_ev=1.010
Sc 1.0420 -0.5167 -0.6332 1.060 -0.511 0.012 0.162
Cl 1.7541 -3.4280 -2.5095 -0.444 0.476 0.156 -0.175
Cl 3.2309 -0.0923 -1.4126 -1.371 -0.390 0.410 -0.290
S 1.4357 0.5429 1.6604 0.252 0.220 -0.087 -0.229
P 0.0496 1.5745 -1.7500 0.676 1.239 -0.988 1.209
O -0.5465 -2.2008 -2.7985 1.988 -1.800 -0.250 -0.501
O -2.0632 0.4872 0.5420 3.926 -1.401 -1.570 -0.207
N 1.4081 -0.7274 4.0558 0.061 0.808 -1.329 -0.084
N -0.4968 0.2864 3.6745 0.967 0.002 -1.243 -0.036
C -0.0717 0.8932 -3.4358 0.196 -0.137 -0.185 -1.212
C -0.2440 -4.1695 -4.2344 -0.089 -0.100 0.287 -1.019
C -0.6453 -0.2245 5.0336 -0.645 0.272 0.658 -0.441
C 0.1288 -3.1559 -3.1928 -1.412 1.507 0.448 0.763
C -1.0526 0.0735 0.1360 -4.466 0.760 1.901 0.410
C -1.3600 2.6969 -1.6809 -0.538 -0.153 0.413 -1.218
C 0.5948 -1.0841 5.2096 0.221 -0.314 0.674 -0.434
C 1.4217 2.7734 -1.6675 0.434 -0.218 -0.172 -1.161
C 0.7474 0.0494 3.1686 -1.322 -1.421 1.693 0.312
H -1.0923 0.5147 -3.5977 0.322 0.162 0.033 0.392
H 1.1228 -0.8566 6.1358 -0.005 -0.056 -0.074 0.317
H -1.4024 3.1633 -0.6923 -0.081 0.016 -0.151 0.390
H -1.3372 -4.2800 -4.2897 0.407 0.185 0.025 0.314
H -1.2271 3.4810 -2.4419 0.053 -0.321 0.202 0.418
H -2.2937 2.1590 -1.8696 0.071 0.161 0.043 0.404
H 0.2275 -5.1299 -3.9746 -0.192 0.372 -0.304 0.379
H -1.5526 -0.8245 5.1963 0.198 0.315 -0.432 0.309
H 0.3365 -2.1496 5.2135 0.233 0.169 -0.168 0.287
H 2.3952 2.2612 -1.6489 -0.434 0.344 -0.076 0.322
H 0.1364 -3.8179 -5.2085 -0.052 -0.161 0.320 0.312
H -1.1944 0.9020 3.2700 0.493 -0.122 -0.091 0.220
H 2.3672 -1.0403 3.9194 -0.438 0.195 -0.060 0.210
H 0.1482 1.7191 -4.1259 -0.103 -0.296 -0.010 0.448
H -0.7014 0.6276 5.7206 0.170 -0.199 -0.019 0.298
H 0.6319 0.0643 -3.6172 -0.154 0.397 -0.001 0.312
H 1.3253 3.3741 -0.7481 -0.065 -0.118 -0.445 0.374
H 1.3496 3.3849 -2.5777 0.083 0.119 0.379 0.445

---

Record 3
23
Properties=species:S:1:pos:R:3:forces:R:3:lowdin_spin:R:1 method="wB97M-V/def2-TZVPD" charge=0 lumo_ha="0.019 / 0.012" spin_multiplicity=2 de_lowest_ev=0.938
O -1.9881 3.0679 -0.9381 -0.654 2.131 0.843 0.121
O -1.9115 0.4509 -1.4293 1.006 1.159 1.327 0.077
O 1.9669 3.0345 -0.1086 1.948 -0.221 -0.531 0.134
O 2.2964 0.4730 1.6263 3.301 -2.070 -5.000 0.102
N 0.0806 -1.2060 0.5174 5.372 0.213 0.175 0.060
C 0.5198 -2.5955 0.1005 0.973 -0.663 -0.202 0.038
C -0.8383 -3.3043 -0.2247 2.078 -1.353 2.746 0.015
H -2.6952 3.7110 -0.5824 1.641 -1.432 -0.700 0.019
H 1.0851 3.1484 0.1984 -1.711 0.086 0.638 0.084
H 0.9031 -0.6806 1.0367 -0.711 -0.416 -1.372 0.027
H -1.3647 -3.3822 0.7245 -0.458 0.665 0.088 0.004
H -1.6583 1.2366 -0.8124 -0.869 -1.542 -1.308 0.036
H 1.8840 0.9855 2.2139 -2.829 3.266 4.018 0.050
H -0.5315 -1.2048 1.2600 -2.729 -0.203 1.752 0.061
H -1.8594 0.8932 -2.2877 -0.054 -0.123 0.071 0.014
H -0.1841 -0.5962 -0.2409 -0.787 0.479 -0.695 0.035
H 1.2327 -2.5295 -0.7436 -1.003 0.505 -0.179 0.008
H 2.6621 1.1726 0.9809 -0.849 -1.319 0.888 0.025
H 2.4054 3.8821 0.0579 -0.082 -0.090 -0.021 0.025
H -1.1228 3.5350 -0.7940 -0.893 -0.405 -0.035 0.050
H -1.3383 -2.7261 -0.9167 -1.270 1.106 -1.434 0.004
H -0.8654 -4.3582 -0.4659 0.832 -0.154 -0.776 0.001
H 1.3215 -3.0073 0.8278 -2.250 0.381 -0.292 0.008

---

Record 4
103
Properties=species:S:1:pos:R:3:forces:R:3:mulliken_charge:R:1 method="wB97M-V/def2-TZVPD" charge=+1 lumo_ha=-0.172 spin_multiplicity=1
I 1.8639 3.6694 0.7815 -0.044 0.073 -0.043 0.297
Br -0.0293 -2.1007 -0.0518 -0.498 0.216 0.556 -0.124
Br 6.5475 -1.4503 -2.8410 0.059 0.265 0.050 -0.094
P 0.8769 -1.5399 1.9356 1.927 -0.913 -0.101 -0.060
F -4.3355 -3.9022 -2.2095 -0.132 0.143 -0.033 -0.275
F -3.3883 -2.2442 -1.1948 -0.150 0.072 -0.151 -0.141
F 0.0658 5.4366 -7.4768 0.033 -0.094 0.120 -0.227
F 0.0114 6.6984 -5.7206 0.087 -0.127 0.057 -0.247
F 1.8040 6.5983 -6.9360 -0.028 -0.100 0.098 -0.240
F -2.8250 -2.7385 -3.2229 -0.084 0.139 0.007 -0.269
O -5.1859 -1.9638 -4.1719 0.060 -0.186 0.002 -0.323
O -5.5244 -0.9183 -2.2076 0.234 -0.120 0.136 -0.522
O 6.6131 3.3921 3.7310 0.111 0.225 0.145 -0.529
O 0.8420 3.6041 -5.6318 -0.075 0.128 -0.115 -0.506
O -0.2239 -1.6847 3.1039 -0.874 0.734 -0.602 -0.358
O 2.2390 5.1397 -4.7618 -0.114 0.173 0.005 -0.367
N 3.7334 1.5346 -0.0740 0.724 1.375 -0.864 0.920
N 1.0572 0.2267 1.7027 -0.767 -0.505 0.768 0.363
N 2.9917 -0.3866 0.5771 0.015 -0.754 0.133 -0.323
N 2.5608 1.7717 0.6157 0.239 0.451 -0.175 -0.544
C -3.6089 -3.7401 3.9648 -0.713 0.536 -0.949 -0.388
C 0.0793 1.1743 2.2367 -0.423 1.039 -0.656 -1.597
C -5.7200 0.1806 -5.2059 0.298 0.028 0.190 -1.089
C -2.2023 0.6964 1.2845 -0.646 0.754 -0.177 0.103
C -3.2934 -4.5676 2.7219 0.537 -0.272 0.245 -0.436
C -4.9631 -0.2975 2.8049 0.565 -0.109 0.816 -0.856
C -4.9589 -1.7189 -2.8954 -0.390 0.238 -0.152 0.313
C 6.7191 2.8810 2.4225 -0.038 0.197 0.257 -0.628
C 3.8069 3.2936 -4.5465 -0.077 0.055 -0.280 -0.811
C 0.2733 -5.7759 3.7160 -0.315 0.710 0.011 -1.383
C 4.6162 2.5002 -0.7303 0.818 0.069 0.123 -0.570
C 2.7650 4.1568 -3.8638 0.337 -0.348 0.330 -0.128
C -0.9699 1.6315 1.1956 0.231 -1.609 0.549 -0.299
C 3.9517 0.2504 -0.0571 -0.240 -1.443 0.447 0.758
C 5.5289 3.2387 1.5501 0.558 -0.094 0.249 -0.367
C -4.3108 1.0907 2.8150 -0.376 0.333 -0.354 -1.089
C -4.4174 -1.2526 3.8878 -0.833 -0.010 -0.149 -0.619
C -4.7520 -2.7375 3.6429 0.406 -0.103 0.689 -0.998
C 2.1535 0.5394 0.9984 -1.433 0.396 0.708 0.352
C 1.2827 4.7136 -5.5854 0.115 -0.247 0.278 0.325
C -2.0148 -5.4406 2.7756 -0.492 -0.030 0.765 -0.942
C -6.2285 -1.1839 -4.7965 -0.373 0.311 -0.376 -0.204
C -3.4907 1.5045 1.5877 -0.088 -0.779 0.070 -0.918
C 5.8429 2.8535 0.1124 -0.745 -0.062 0.292 -0.678
C 0.7832 5.8819 -6.4537 -0.111 0.348 -0.371 0.881
C -3.8600 -2.6622 -2.3754 0.465 -0.340 0.278 0.902
C 5.0733 -0.4917 -0.6353 0.885 0.064 -0.958 -1.811
C 4.8415 -0.8242 -2.1119 0.023 -0.776 -0.076 0.393
C 3.7990 -1.9320 -2.3054 0.123 0.520 0.268 -1.172
C -1.1695 -5.3604 4.0575 0.953 -0.833 -1.134 -0.080
H 3.2195 4.7134 -3.0439 -0.056 0.237 -0.124 0.302
H 1.9568 3.5559 -3.4437 -0.112 0.013 -0.182 0.317
H 6.3865 3.6298 -0.4083 0.120 0.319 -0.066 0.558
H -3.2421 2.5578 1.6698 -0.048 0.222 0.069 0.470
H -2.7724 -3.1480 4.3050 0.425 -0.095 0.171 0.185
H -7.0909 -1.1114 -4.1361 0.131 -0.023 0.192 0.313
H 6.5100 2.0013 0.1388 0.131 -0.338 -0.080 0.252
H -6.0091 -0.1699 3.0492 -0.385 -0.003 -0.226 0.527
H -1.2806 2.6428 1.4115 0.130 0.369 -0.147 0.435
H -6.4917 0.7256 -5.7470 -0.030 -0.035 -0.011 0.372
H 5.6895 3.5087 3.9664 -0.041 -0.073 0.047 0.306
H -5.1370 1.7941 2.8318 -0.058 0.383 0.199 0.394
H 4.9915 1.9957 -1.6084 -0.156 -0.175 -0.399 -0.075
H -3.2741 -3.9259 1.8494 0.111 0.272 -0.212 0.103
H 7.6154 3.2993 1.9774 0.295 0.125 0.008 0.343
H -0.5292 0.7473 3.0172 0.398 -0.641 0.431 0.628
H -5.1058 -2.8674 2.6297 -0.011 -0.114 -0.385 0.588
H 4.6781 2.6979 1.9615 -0.303 -0.105 -0.146 0.332
H -3.9363 -4.4147 4.7458 0.198 -0.039 0.397 0.323
H -5.4268 0.7678 -4.3360 -0.106 0.012 0.028 0.303
H -2.3379 -6.4727 2.6970 0.060 -0.320 -0.152 0.293
H 4.5823 0.0572 -2.6798 0.054 0.229 -0.210 0.132
H -2.3455 0.1657 0.3553 0.060 -0.145 -0.355 0.051
H -4.1368 -5.2332 2.5810 -0.307 -0.071 -0.188 0.343
H 4.1828 -2.6922 -2.9623 -0.119 -0.200 -0.370 0.475
H -4.1539 1.4078 0.7361 -0.177 0.121 -0.277 0.315
H -3.7623 1.2532 3.7394 0.226 -0.048 0.184 0.405
H 4.2591 2.6016 -3.8346 -0.001 0.004 0.009 0.031
H 0.5895 -5.2256 2.8337 0.125 0.016 -0.285 0.274
H 2.8834 -1.5093 -2.6980 -0.275 -0.072 -0.152 0.258
H 0.5765 2.0148 2.7011 0.403 0.149 0.047 0.362
H -4.9278 -0.7507 1.8319 0.191 -0.240 -0.640 0.457
H 5.2018 -1.4300 -0.1188 -0.155 -0.180 0.388 0.602
H 6.0148 0.0300 -0.5568 0.172 0.390 0.168 0.371
H 6.8606 1.8006 2.4767 -0.088 -0.235 -0.188 0.332
H -2.0879 -0.0856 2.0279 0.225 -0.079 0.268 0.006
H 0.3620 -6.8320 3.5028 0.133 -0.263 0.065 0.382
H -0.5122 1.5347 0.2172 -0.028 0.425 -0.336 0.511
H -4.9656 -0.9746 4.7825 0.258 0.206 0.452 0.266
H -3.3707 -1.0660 4.1136 0.339 -0.158 -0.266 0.407
H -1.5358 -6.1053 4.7525 -0.310 0.363 0.623 0.276
H 0.1136 -1.3513 3.9474 0.001 -0.198 0.073 0.354
H 4.0973 3.3765 -1.0882 -0.472 0.115 0.183 0.293
H 0.9465 -5.4561 4.5017 0.260 -0.380 0.328 0.369
H -6.5355 -1.7495 -5.6726 0.174 -0.181 0.045 0.321
H -1.3609 -5.2872 1.9297 0.048 0.380 -0.399 0.461
H -1.0944 -4.3697 4.4761 -0.416 0.246 0.292 0.251
H 3.5797 -2.3980 -1.3543 -0.137 -0.169 0.228 0.277
H 3.3656 2.7150 -5.3566 -0.051 -0.070 0.070 0.359
H 5.3359 4.3000 1.6626 -0.122 0.253 -0.082 0.339
H 4.5905 3.9143 -4.9802 0.055 0.017 0.106 0.332
H -5.5745 -3.0104 4.2920 -0.436 0.071 -0.021 0.414
H -4.8421 0.0839 -5.8451 -0.069 -0.030 -0.099 0.302